Density functional theory data (wB97M-V/def2-TZVPD) for a 10-piece molecular cluster, C24H68O16 overall in a non-equilibrium geometry.

Last column: Mulliken charge in e.
CARTESIAN COORDINATES (ANGSTROEM)
C -3.435 0.947 4.966  -1.38
C -2.546 1.968 4.216  0.84
C -1.101 1.725 4.509  -1.58
O -2.841 1.875 2.836  -0.56
H -3.274 -0.118 4.796  0.26
H -4.465 1.270 4.817  0.40
H -3.216 0.937 6.034  0.44
H -2.699 2.992 4.557  0.18
H -0.886 1.814 5.574  0.48
H -0.535 2.485 3.969  0.41
H -0.709 0.785 4.120  0.18
H -3.784 2.046 2.794  0.27
C 2.567 1.739 -2.790  -0.74
C 3.514 2.924 -2.791  0.90
C 4.970 2.602 -3.174  -1.55
O 3.132 3.894 -3.789  -0.63
H 2.997 0.886 -2.264  0.09
H 2.381 1.364 -3.796  0.50
H 1.556 1.916 -2.422  -0.03
H 3.536 3.348 -1.787  0.01
H 5.569 3.457 -3.490  0.33
H 4.863 1.945 -4.038  0.39
H 5.547 2.039 -2.441  0.31
H 2.885 4.690 -3.313  0.39
C -0.160 -2.251 3.426  -0.93
C 0.828 -2.685 4.519  0.86
C 0.571 -4.041 5.116  -1.56
O 2.097 -2.643 4.035  -0.54
H -0.271 -2.958 2.603  0.35
H 0.141 -1.349 2.893  -0.17
H -1.160 -2.149 3.846  0.43
H 0.816 -1.984 5.353  0.10
H -0.435 -4.104 5.532  0.37
H 1.232 -4.183 5.971  0.40
H 0.754 -4.897 4.466  0.33
H 2.206 -2.020 3.312  0.23
C -4.548 -1.317 0.837  -1.34
C -4.360 -0.635 -0.566  1.94
C -4.882 -1.492 -1.699  -1.42
O -4.950 0.624 -0.438  -0.63
H -3.815 -2.123 0.875  0.33
H -5.545 -1.728 0.997  0.39
H -4.419 -0.621 1.666  0.22
H -3.303 -0.463 -0.766  -0.70
H -4.759 -1.137 -2.723  0.35
H -5.943 -1.706 -1.569  0.34
H -4.377 -2.456 -1.660  0.19
H -4.482 1.270 -0.972  0.34
C -2.844 -2.829 -4.774  -0.36
C -1.646 -3.042 -3.855  -0.17
O -1.283 -4.391 -3.769  -0.54
O -4.069 -3.167 -4.130  -0.51
H -2.809 -3.404 -5.699  0.33
H -2.814 -1.793 -5.111  0.29
H -1.794 -2.679 -2.838  0.06
H -0.805 -2.476 -4.255  0.27
H -0.948 -4.738 -4.599  0.32
H -3.874 -3.618 -3.305  0.30
C -3.686 3.689 -1.412  -0.38
C -2.445 4.554 -1.770  -0.10
O -2.689 5.077 -3.099  -0.52
O -3.714 2.349 -2.044  -0.50
H -4.611 4.237 -1.591  0.42
H -3.701 3.510 -0.337  0.17
H -1.527 3.975 -1.669  0.10
H -2.375 5.397 -1.083  0.35
H -2.907 4.301 -3.621  0.31
H -3.992 2.514 -2.948  0.23
C 3.926 -1.176 1.316  -0.40
C 4.719 -2.504 1.343  -0.56
O 4.729 -3.083 0.085  -0.62
O 2.533 -1.445 1.418  -0.04
H 4.308 -0.644 0.444  0.18
H 4.271 -0.574 2.157  0.42
H 4.170 -3.128 2.049  0.21
H 5.722 -2.325 1.731  0.42
H 3.801 -3.187 -0.136  0.49
H 2.168 -1.672 0.559  0.13
C 2.358 -2.521 -2.752  -0.46
C 1.883 -3.618 -1.880  -0.49
O 2.071 -3.211 -0.562  -0.35
O 1.325 -1.652 -3.076  -0.46
H 2.735 -3.001 -3.655  0.44
H 3.191 -1.911 -2.404  0.22
H 2.456 -4.516 -2.111  0.39
H 0.856 -3.859 -2.152  0.29
H 1.701 -3.892 0.005  0.08
H 1.211 -1.049 -2.338  0.14
C 2.747 3.198 0.957  -0.31
C 4.262 3.074 0.710  -0.42
O 4.903 4.372 0.590  -0.60
O 2.183 1.955 1.294  -0.32
H 2.251 3.497 0.034  0.23
H 2.434 3.953 1.678  0.40
H 4.579 2.470 -0.141  0.08
H 4.662 2.640 1.627  0.46
H 5.792 4.188 0.277  0.33
H 1.229 2.056 1.266  0.05
C -0.461 -0.049 -0.262  0.18
C -1.088 1.309 0.020  0.04
O -0.626 1.834 1.234  -0.41
O 0.902 0.128 -0.589  0.82
H -0.990 -0.467 -1.119  0.26
H -0.475 -0.573 0.693  -0.18
H -2.139 1.074 0.191  0.28
H -1.014 1.994 -0.825  -0.34
H -1.319 1.857 1.897  0.14
H 1.309 0.515 0.190  -0.61

Forces on atoms 1 to 3 (eV/Å):
C 0.2 0.8 0.7
C -0.1 -1.5 1.4
C 1.0 0.2 -0.9

## Properties
**Max |F|**: 2.8 eV/A
**Kohn-Sham gap**: 9.52 eV
**LUMO**: 0.17 eV
**SMILES**: CC(C)O.CC(C)O.CC(C)O.CC(C)O.OCCO.OCCO.OCCO.OCCO.OCCO.OCCO
**Energy**: -2158.89239 Eh
**ΔE to the lowest compared entry with this formula, charge and spin**: 20.7 kcal/mol
**2S+1**: 1
**Net charge**: 0
**HOMO level**: -9.35 eV



Density functional theory data (wB97M-V/def2-TZVPD) for one molecule with the formula C2H3BrN2 in a non-equilibrium geometry.

Last column: Mulliken charge in e.
CARTESIAN COORDINATES (ANGSTROEM)
C 0.820 1.204 0.187  -0.25
C -1.267 0.245 -0.396  -0.18
N 0.857 -0.071 -0.081  -0.14
N -0.377 -0.674 -0.013  0.02
Br -3.003 -0.199 -0.024  -0.13
H 1.874 1.765 0.110  0.16
H 1.720 -0.783 -0.217  0.31
H -0.625 -1.487 0.434  0.21

Forces on atoms 1 to 3 (eV/Å):
C 2.5 1.3 0.7
C 0.6 -0.2 -1.3
N 4.3 -1.6 0.7

## Properties
**Max |F|**: 4.7 eV/A
**Kohn-Sham gap**: 8.16 eV
**LUMO**: 0.57 eV
**Energy**: -2761.30201 Eh
**ΔE to the lowest compared entry with this formula, charge and spin**: 96.5 kcal/mol
**2S+1**: 1
**Net charge**: 0
**HOMO level**: -7.59 eV



Density functional theory data (wB97M-V/def2-TZVPD) for C65H101BBeF4N6O12 as an isolated structure in a non-equilibrium geometry.

Last column: Mulliken charge in e.
CARTESIAN COORDINATES (ANGSTROEM)
Be 5.844 -8.921 -18.658  2.32
B 6.005 -9.177 -21.522  0.19
F 4.725 -9.017 -21.022  -0.31
F 6.882 -8.442 -20.734  -0.17
F 6.279 -10.523 -21.331  -0.41
F 6.085 -8.800 -22.829  -0.30
C 6.259 -8.974 -13.697  0.20
C 5.519 -8.437 -14.920  -0.71
O 6.143 -8.911 -16.081  -0.56
H 6.245 -10.063 -13.649  -0.43
H 5.756 -8.633 -12.792  0.38
H 7.311 -8.696 -13.629  0.37
H 5.554 -7.352 -14.826  -0.10
H 4.498 -8.810 -14.841  -0.01
N 10.196 -11.457 -15.693  -0.10
C 9.071 -11.420 -14.912  0.28
C 8.677 -12.488 -14.087  -0.10
C 9.405 -13.684 -14.113  -0.66
C 10.572 -13.693 -14.920  -0.63
C 10.898 -12.589 -15.697  -0.65
H 8.553 -10.474 -14.851  0.27
H 7.771 -12.410 -13.505  0.19
H 9.045 -14.478 -13.476  0.56
H 11.228 -14.551 -14.906  0.43
H 11.813 -12.653 -16.268  0.36
N 5.816 -6.289 -18.923  0.56
C 5.277 -5.754 -20.024  -0.24
C 4.927 -4.433 -20.183  -0.95
C 5.034 -3.619 -19.080  -0.46
C 5.464 -4.167 -17.838  -0.99
C 5.979 -5.449 -17.855  -0.68
H 5.000 -6.438 -20.813  0.48
H 4.463 -4.011 -21.062  0.42
H 4.738 -2.581 -19.118  0.39
H 5.455 -3.560 -16.944  0.56
H 6.413 -5.819 -16.938  0.79
N -0.916 -8.459 -11.250  0.00
C -1.905 -8.664 -10.346  -0.25
C -2.226 -9.942 -9.835  -0.54
C -1.440 -10.996 -10.247  -0.43
C -0.388 -10.811 -11.101  -0.50
C -0.161 -9.508 -11.608  -0.11
H -2.573 -7.861 -10.070  0.31
H -3.110 -10.045 -9.223  0.40
H -1.710 -11.951 -9.820  0.41
H 0.061 -11.730 -11.447  0.46
H 0.617 -9.433 -12.353  0.25
N 7.474 -6.794 -5.490  -0.63
C 6.751 -5.896 -6.225  -0.39
C 6.453 -6.059 -7.595  -0.69
C 6.964 -7.225 -8.215  0.36
C 7.612 -8.175 -7.436  -0.30
C 7.884 -7.937 -6.086  -0.51
H 6.444 -4.925 -5.865  0.35
H 5.984 -5.231 -8.107  0.30
H 6.777 -7.346 -9.271  0.78
H 8.129 -9.014 -7.877  0.26
H 8.369 -8.676 -5.466  0.41
N 10.370 -6.136 -12.135  0.50
C 11.663 -5.950 -12.424  -0.38
C 12.642 -5.887 -11.403  -0.74
C 12.205 -5.972 -10.077  -0.49
C 10.867 -6.158 -9.791  -0.72
C 9.950 -6.223 -10.835  -0.74
H 12.032 -5.924 -13.438  0.37
H 13.662 -5.796 -11.746  0.43
H 12.913 -6.012 -9.262  0.37
H 10.595 -6.239 -8.748  0.52
H 8.904 -6.308 -10.578  0.88
N 4.177 -10.800 -18.472  0.69
C 3.738 -11.602 -19.536  -0.45
C 2.647 -12.516 -19.400  -0.87
C 2.153 -12.760 -18.113  -0.46
C 2.664 -12.071 -17.030  -0.85
C 3.612 -11.092 -17.222  -0.48
H 4.190 -11.515 -20.513  0.45
H 2.338 -13.127 -20.235  0.42
H 1.443 -13.572 -18.055  0.39
H 2.311 -12.307 -16.037  0.62
H 4.040 -10.552 -16.391  0.45
C 6.236 -15.309 -11.092  -1.24
C 7.044 -14.037 -10.800  0.80
O 6.571 -12.922 -10.922  -0.35
C 8.506 -14.199 -10.419  -0.87
H 5.390 -15.172 -11.765  0.30
H 5.832 -15.600 -10.122  0.38
H 6.841 -16.109 -11.520  0.35
H 8.584 -14.738 -9.474  0.42
H 8.941 -13.210 -10.274  0.02
H 9.063 -14.680 -11.223  0.28
C 4.786 -10.111 -9.065  -0.29
C 3.493 -9.439 -9.405  0.49
O 3.481 -8.416 -10.164  -0.35
C 2.253 -10.109 -8.914  -1.22
H 4.598 -11.144 -8.773  0.41
H 5.309 -9.596 -8.259  0.26
H 5.338 -10.208 -10.000  -0.28
H 1.386 -9.577 -9.306  0.10
H 2.177 -9.951 -7.838  0.50
H 2.087 -11.158 -9.156  0.40
C 3.907 -4.532 -10.367  -1.33
C 5.194 -4.916 -11.045  0.52
O 6.327 -4.704 -10.623  -0.51
C 5.056 -5.660 -12.334  0.89
H 3.377 -5.424 -10.032  0.16
H 3.238 -4.053 -11.082  0.35
H 4.053 -3.923 -9.474  0.44
H 5.816 -6.442 -12.341  -0.43
H 5.333 -4.946 -13.109  0.30
H 4.040 -6.027 -12.480  -0.37
C 8.483 -4.437 -14.066  -0.53
C 8.166 -3.191 -13.320  0.56
O 7.366 -2.402 -13.849  -0.64
C 8.936 -2.989 -12.001  -0.84
H 9.564 -4.467 -14.204  0.42
H 8.090 -4.278 -15.070  0.34
H 8.044 -5.318 -13.598  0.03
H 8.770 -3.855 -11.361  -0.07
H 8.602 -2.148 -11.394  0.38
H 10.015 -2.907 -12.128  0.37
C -1.245 -5.614 -12.762  -1.11
C 0.256 -5.336 -12.922  0.53
O 0.593 -4.160 -13.152  -0.54
C 1.183 -6.515 -12.895  0.33
H -1.709 -6.163 -13.581  0.32
H -1.772 -4.667 -12.647  0.41
H -1.480 -6.090 -11.810  0.13
H 2.151 -6.105 -13.182  -0.59
H 0.822 -7.316 -13.541  0.25
H 1.201 -6.856 -11.860  0.28
C 8.248 -9.998 -10.916  0.74
C 9.729 -10.048 -10.541  0.67
O 10.117 -10.293 -9.411  -0.65
C 10.673 -9.630 -11.682  -1.11
H 8.124 -8.946 -11.172  -0.17
H 7.654 -10.264 -10.042  0.02
H 8.091 -10.689 -11.745  -0.31
H 10.233 -8.910 -12.371  0.06
H 10.935 -10.527 -12.243  0.36
H 11.590 -9.276 -11.211  0.35
C 2.049 -6.136 -19.056  -0.97
C 2.501 -7.264 -18.112  0.72
O 3.519 -7.891 -18.389  -0.37
C 1.624 -7.705 -16.926  -0.90
H 2.363 -6.343 -20.079  0.30
H 2.546 -5.204 -18.789  0.00
H 0.971 -5.978 -19.061  0.45
H 1.859 -8.735 -16.658  -0.01
H 0.569 -7.789 -17.190  0.52
H 1.541 -7.021 -16.081  0.08
C 3.169 -11.440 -12.570  0.67
C 3.363 -12.847 -12.941  0.46
O 2.606 -13.706 -12.514  -0.67
C 4.483 -13.274 -13.923  -0.20
H 4.117 -10.908 -12.643  -0.21
H 2.682 -11.364 -11.597  -0.41
H 2.468 -10.941 -13.239  0.20
H 3.935 -13.706 -14.761  0.38
H 5.137 -14.049 -13.523  0.09
H 5.141 -12.491 -14.299  -0.40
C 8.757 -12.889 -18.461  -1.44
C 7.506 -12.028 -18.177  0.46
O 7.295 -10.978 -18.748  -0.22
C 6.677 -12.537 -17.091  -0.12
H 9.545 -12.225 -18.816  0.26
H 8.602 -13.570 -19.298  0.43
H 9.226 -13.430 -17.640  0.31
H 7.258 -12.988 -16.287  0.19
H 6.045 -13.325 -17.501  0.59
H 6.068 -11.812 -16.551  -0.62
C 10.545 -9.227 -18.538  -1.35
C 9.462 -8.322 -17.839  0.78
O 8.333 -8.205 -18.375  -0.31
C 9.786 -7.627 -16.561  -0.44
H 10.171 -9.702 -19.444  0.24
H 11.065 -9.929 -17.887  0.26
H 11.343 -8.581 -18.904  0.49
H 9.054 -6.860 -16.309  -0.09
H 10.743 -7.109 -16.626  0.46
H 9.829 -8.276 -15.686  0.05
C 2.798 -2.816 -14.558  -0.48
C 2.108 -2.740 -15.955  0.76
O 2.631 -2.205 -16.902  -0.58
C 0.680 -3.179 -16.083  -0.88
H 2.320 -2.173 -13.819  0.41
H 3.850 -2.586 -14.732  0.39
H 2.862 -3.825 -14.151  -0.30
H 0.151 -2.930 -15.163  0.33
H 0.667 -4.256 -16.253  0.00
H 0.168 -2.736 -16.937  0.40

Forces on atoms 1 to 3 (eV/Å):
Be 0.2 0.2 1.0
B 0.2 -1.1 -0.9
F -1.4 0.8 1.1

## Properties
**Max |F|**: 4.1 eV/A
**Kohn-Sham gap**: 7.73 eV
**LUMO**: 0.15 eV
**Energy**: -4207.87661 Eh
**2S+1**: 1
**Net charge**: 0
**HOMO level**: -7.58 eV



The lowest HOMO level belongs to which entry?
C24H68O16



What is the 2S+1 in the third record?
1